Version i
C2H4BrNO2 | ωB97M-V/def2-TZVPD

Cartesian coordinates (Å):
C -0.93 1.54 -0.32
C 2.21 -0.49 -1.02
N 1.36 -1.13 -0.36
O -0.60 0.89 0.77
O -1.77 2.40 -0.50
Br 3.31 0.68 0.07
H -0.53 0.89 -1.11
H -1.14 1.13 1.61
H 1.24 -1.19 0.66
H 0.85 -1.63 -0.97

**Kohn-Sham gap**: 9.264 eV


Version ii
C2H4BrNO2 | ωB97M-V/def2-TZVPD

Cartesian coordinates (Å):
C -1.81 1.44 -0.06
C 0.23 -0.43 0.90
N 1.21 -0.33 -0.41
O -0.88 1.73 -0.67
O -2.81 1.18 0.42
Br -1.29 -1.49 0.27
H 0.84 -1.16 1.55
H 2.08 0.06 0.05
H 1.59 -1.24 -0.96
H 0.83 0.23 -1.10

**Kohn-Sham gap**: 7.930 eV


Pick version ii: it beats the second-best structure by 0.191 eV.